66
Properties=species:S:1:pos:R:3:forces:R:3:lowdin_charge:R:1 method="wB97M-V/def2-TZVPD" charge=+1 orbital_gap_ev="5.82 / 5.82" relative_energy_kj_mol=162.1 homo_ev="-10.87 / -10.87" fmax_ev_per_a=2.4
H 4.473912 1.412119 2.010474 0.02 0.14 -0.01 0.087
H -1.821767 -2.741827 4.305169 0.09 0.08 0.21 0.039
C -3.325142 0.308185 -0.554797 0.28 -0.62 -0.09 -0.156
H 0.601438 -5.817708 -0.145432 -0.04 -0.10 -0.01 0.121
H -3.034870 -2.777950 3.044878 -0.21 0.04 -0.06 0.022
H 0.977606 -0.879772 3.762604 -0.04 0.10 0.22 0.036
H -1.597719 -3.775231 2.912888 0.13 -0.15 -0.08 0.027
H -3.681888 0.579202 0.434152 -0.02 -0.06 0.20 0.026
O -0.283395 0.533894 -2.659108 0.77 -0.56 2.18 -0.268
H -1.995942 -3.142883 -2.390010 0.01 -0.21 0.10 0.039
H 0.838616 5.065442 1.486573 0.14 0.00 -0.06 0.087
S 1.345531 3.058107 -1.693020 0.21 0.14 0.37 0.880
H -1.477278 1.100709 2.119273 0.04 0.05 -0.08 -0.024
H -2.248641 2.368988 -4.437860 -0.06 0.06 -0.03 0.084
H 4.062225 2.825818 1.036267 0.00 0.04 0.08 0.070
C -0.284593 -3.898633 0.146065 -0.13 0.32 0.05 -0.016
H -0.715465 3.125783 -4.003750 0.02 0.06 -0.03 0.068
C 0.700461 -4.753953 -0.298901 0.19 0.09 -0.11 -0.026
H 4.925384 1.972678 -1.244619 -0.08 -0.04 -0.15 0.092
C 0.800739 4.363013 -0.527891 0.25 -0.32 -0.35 -0.486
H -2.906619 0.299557 2.755780 -0.25 -0.05 -0.05 0.031
H 1.397035 -0.928883 2.054914 0.10 0.08 -0.14 -0.008
C -0.123480 -2.514960 -0.031604 0.79 -0.86 -0.26 -0.456
H -1.440405 -1.525242 -2.796032 0.11 0.12 -0.06 0.015
H -2.540275 1.007734 -0.836068 0.07 0.08 -0.12 -0.012
H -4.897234 -2.662058 -0.454291 -0.18 0.01 -0.19 0.038
C 3.848439 1.833498 -1.366376 -0.13 -0.28 0.35 -0.494
C 0.791520 -1.398788 2.827561 -0.65 0.01 -0.17 -0.152
H 2.729016 -2.395720 -1.600097 0.11 -0.01 -0.05 0.122
H 2.818868 2.884985 3.158295 0.05 -0.12 0.09 0.091
S 0.910362 2.693193 1.740714 0.18 0.07 -0.12 0.838
H -1.544816 0.619713 3.802530 0.07 0.00 0.19 0.039
H -4.147740 0.453701 -1.247227 -0.17 0.00 -0.18 0.044
H -3.111703 -1.972336 -3.062781 -0.19 0.05 -0.03 0.048
C -1.434226 2.358607 -3.720724 0.13 -0.28 0.00 -0.014
C 1.895544 -2.864678 -1.098178 0.25 -0.46 -0.07 -0.096
C 3.671190 1.901939 1.456803 -0.11 -0.42 -0.41 -0.467
O -0.631821 0.378787 -4.802638 -0.14 0.23 -0.21 0.058
S 3.293266 0.793390 0.035262 -0.01 0.34 0.03 0.831
Si -1.061518 -1.368608 2.374212 0.08 0.28 0.29 0.528
H 3.663835 1.206234 -2.237932 0.13 -0.04 -0.05 0.085
C 2.519097 2.142331 2.418503 -0.45 0.21 -0.25 -0.491
H 3.534749 3.611906 -2.487585 0.02 0.04 0.08 0.091
H 3.402331 3.878703 -0.747517 0.08 -0.04 -0.06 0.063
H -3.658071 -3.644833 0.289809 0.11 -0.23 0.00 0.029
C -1.129538 -1.605992 0.466717 -0.28 1.57 0.00 -0.285
H 2.257804 1.217056 2.932411 0.03 0.05 0.10 0.059
C -1.823429 0.322496 2.795199 0.25 -0.67 -0.12 -0.168
C -2.271551 -2.092092 -2.384031 -0.05 0.31 0.66 -0.133
C -1.967684 -2.806399 3.231417 0.29 0.57 -0.41 -0.147
H 1.152461 -2.415704 2.944755 0.06 -0.21 -0.02 0.042
H -1.799933 2.567119 -2.717460 -0.08 0.10 0.05 0.057
H -0.286684 4.282904 -0.548930 -0.01 0.12 -0.05 0.081
H 2.391362 4.405290 0.955531 0.00 0.10 0.03 0.066
Si -2.716118 -1.494607 -0.645718 -0.42 0.07 -0.02 0.541
Tl 0.237306 0.432413 -0.442591 -0.44 -0.61 -0.59 0.903
H 1.092715 5.323069 -0.960133 -0.15 -0.01 0.09 0.093
N 0.967346 -2.038996 -0.641350 -0.17 0.56 0.00 0.041
C 3.172742 3.182362 -1.552208 -0.55 -0.02 -0.03 -0.466
C -4.013109 -2.627117 0.173025 0.57 0.43 -0.30 -0.154
H -4.317677 -2.259981 1.145644 -0.04 0.13 0.22 0.021
C 1.312958 4.275757 0.900086 -0.11 -0.43 0.32 -0.479
H -1.172826 -4.270131 0.630563 -0.08 -0.11 0.05 0.110
C 1.818475 -4.236341 -0.941041 -0.14 0.12 0.07 -0.030
H 2.600764 -4.878469 -1.304452 0.13 -0.06 -0.09 0.112
C -0.741941 1.003211 -3.765726 -0.35 0.19 -0.92 -0.722


62
Properties=species:S:1:pos:R:3:forces:R:3:lowdin_charge:R:1 method="wB97M-V/def2-TZVPD" orbital_gap_ev=8.39 relative_energy_kj_mol=292.1 homo_ev=-9.24 smiles="CCB(O)B1OB(CN)OB(CC(=O)F)O1.COC[C@@H](C)N.COC[C@@H](C)N" fmax_ev_per_a=5.8
N -0.146135 -3.544441 -4.098674 0.26 -0.15 0.01 0.038
N -0.423782 0.817049 -3.306362 0.18 -0.13 0.27 0.040
H 0.138179 -0.068781 1.899569 0.50 0.46 1.45 0.132
F 1.688471 -1.218900 4.592618 -1.85 2.17 -1.78 0.011
C 0.720915 0.447695 2.735967 1.85 -0.90 0.27 0.063
H 1.817199 2.408249 7.032924 0.41 1.31 0.13 0.119
H -3.665038 0.250200 -2.481210 0.05 0.04 -0.02 0.080
H 3.832299 2.353747 3.597723 0.19 1.09 1.67 0.105
H -1.685588 2.285832 0.822581 -0.03 -0.10 -0.06 0.074
H -0.454645 -0.938228 -1.127445 0.01 0.12 -0.01 0.119
C 0.662885 -0.301773 4.147487 -3.36 0.20 3.21 -0.261
C -2.842733 0.718657 -3.029978 -0.22 -0.05 -0.15 -0.070
O 0.638646 -5.342942 -6.196780 0.16 0.39 -0.27 -0.193
O 2.360337 3.215121 6.824940 0.10 -1.73 -2.20 0.054
H -2.857104 1.269682 6.404987 -0.47 0.51 -1.02 0.072
C -1.290757 -0.236454 -1.222767 0.30 -0.16 -0.19 -0.198
O -1.061068 2.466493 3.239880 2.62 -0.27 2.28 0.202
C 1.224131 -4.046685 -6.117795 0.16 -0.04 0.32 -0.202
H -0.038141 -4.918841 -8.130997 -0.01 0.07 0.05 0.090
O 1.331717 3.016809 2.985221 -1.95 -1.99 2.52 0.183
H -2.684454 1.222298 4.784334 0.04 0.70 0.38 0.051
B -0.995682 3.224791 4.491822 -0.46 1.31 0.07 -0.365
H 0.449137 0.305829 -3.182136 -0.10 0.01 -0.15 0.068
H -2.572473 3.995574 6.010050 0.66 -1.54 -0.55 0.124
O -0.907648 0.916619 -0.475702 -0.26 -0.37 0.12 -0.206
H 1.013565 -2.152522 -5.139510 0.06 -0.11 0.00 0.132
H 3.531152 0.793669 5.733573 1.68 0.73 -0.13 0.069
C 4.486528 1.416270 5.530231 -0.71 0.56 -0.09 -0.117
H -0.302292 1.643179 -2.718554 -0.08 -0.06 -0.19 0.069
C -1.989685 1.745354 -0.076186 0.29 0.30 0.03 -0.085
H 2.156293 -4.180356 -5.557831 -0.11 -0.09 0.00 0.121
H -2.829043 1.782109 -2.782929 0.07 -0.08 0.03 0.064
H -2.889426 1.168438 0.154221 0.01 -0.03 -0.08 0.099
H 1.510598 -3.688465 -7.113762 -0.15 0.01 -0.06 0.118
H -0.599674 -4.434740 -4.309212 -0.02 0.20 0.04 0.072
H 0.645520 -3.812143 -3.515306 -0.11 0.11 0.01 0.073
C 0.366343 -3.007075 -5.366883 -0.28 -0.29 -0.18 -0.430
B 2.559168 3.161036 5.380104 1.78 0.07 1.52 -0.234
H -0.336087 -6.555639 -7.515790 0.10 0.07 0.06 0.088
H 5.208590 0.751762 4.947850 -0.87 1.06 0.87 0.077
H -1.212986 -1.572550 -5.726122 0.08 -0.11 -0.01 0.066
H -1.626590 -3.192196 -6.261953 0.12 -0.04 0.03 0.066
C -1.517290 0.026552 -2.725660 -0.09 0.30 0.15 -0.432
H -3.072259 0.643912 -4.097028 0.09 0.01 0.11 0.075
C -0.805155 -2.476724 -6.188227 -0.09 0.28 -0.06 -0.068
B 0.281631 1.993194 2.979569 -0.08 2.05 -0.73 -0.434
H -1.371116 2.761263 6.648467 -0.76 0.74 -1.42 0.128
O -0.263614 -0.104779 4.979301 4.32 -0.79 -3.73 0.088
N -2.973895 1.849075 5.548016 0.49 -0.28 0.93 -0.037
C -2.042270 3.007768 5.731409 0.95 -0.23 0.10 -0.147
C 3.988089 2.725332 4.684109 0.00 -0.90 0.49 -0.149
H -2.199808 2.486733 -0.849138 -0.22 -0.02 0.02 0.079
H 1.831889 0.438816 2.404642 -1.83 0.03 0.48 0.142
H 4.919309 1.777856 6.521905 -0.55 -0.80 -1.34 0.083
B 1.276064 3.509266 4.376399 -2.01 1.52 -2.35 -0.310
C -0.306294 -5.498247 -7.243290 -0.06 -0.30 0.25 -0.107
O 0.064438 4.215057 4.735181 0.26 -3.65 -0.94 0.206
H 4.747375 3.590316 4.720298 -0.96 -1.39 -0.17 0.115
H -2.158512 -0.725598 -0.764343 -0.11 0.13 -0.01 0.120
H -1.539378 -0.947026 -3.227882 0.13 -0.01 0.15 0.117
H -1.302790 -5.221124 -6.894280 -0.07 0.10 -0.20 0.073
H -0.487050 -2.215375 -7.201645 -0.03 -0.03 0.06 0.081


71
Properties=species:S:1:pos:R:3:forces:R:3:lowdin_spin:R:1 method="wB97M-V/def2-TZVPD" charge=+4 orbital_gap_ev="5.60 / 4.83" relative_energy_kj_mol=16.3 homo_ev="-16.68 / -20.33" fmax_ev_per_a=4.4 spin_multiplicity=6
H -2.343138 -4.023249 2.104302 0.33 0.14 0.00 0.001
H -0.361204 -1.368774 4.276816 0.08 0.06 -0.07 0.002
C 1.806216 -2.841437 2.629128 -0.13 -0.31 -0.46 0.000
H 0.270092 3.393591 -5.072334 0.02 -0.31 0.48 0.016
H 1.069139 2.070245 -1.030741 -0.17 0.16 -0.27 0.010
Ir 0.073724 -0.409851 0.711000 -0.94 2.54 0.62 0.668
C 1.502669 -3.513709 -0.676024 -0.15 -0.07 0.31 0.008
C 0.784091 2.819451 -3.041418 0.58 -0.25 1.33 0.011
N -0.512080 1.193806 2.166166 0.14 -1.70 -2.88 0.328
H 2.887560 -2.883140 2.818276 -0.27 0.06 -0.04 0.000
H 1.587462 -3.443929 1.745226 0.11 0.12 0.31 0.000
H 0.171912 4.727522 -7.568255 -0.19 0.07 0.04 0.015
C 0.021286 2.763576 -4.209407 -0.11 0.00 -0.22 0.237
H -2.610199 1.021750 2.048447 0.60 0.16 0.40 0.015
H -1.464464 -3.135876 -1.182358 -0.26 0.06 0.23 0.000
H -3.094553 -3.354219 -0.449675 0.31 0.21 -0.14 0.001
H 1.421492 0.419816 0.309643 -0.15 -0.65 0.18 0.077
H -2.963082 1.695359 4.429080 0.24 0.23 -0.21 0.006
H -1.618760 1.787251 -5.210618 0.15 -0.12 0.35 -0.003
C 0.621448 -0.901182 4.163257 -0.29 0.54 -0.26 0.012
H 1.279255 2.322076 2.060333 -0.61 0.04 0.34 0.022
N 2.484854 3.095805 5.328571 -1.31 -0.43 -0.88 0.171
H -0.690659 6.041514 -6.570285 -0.04 -0.17 -0.12 0.016
H 0.535630 0.151515 4.448073 -0.01 -0.34 0.01 0.004
P 1.285181 -1.084849 2.448696 1.92 -1.02 2.54 0.004
C 2.894657 -0.199867 2.586654 -0.20 0.07 -0.13 0.012
C 0.463933 2.035300 -1.938211 0.41 0.58 -0.28 0.142
C 0.423760 2.026719 2.685367 1.76 0.57 -0.78 0.488
H 3.554391 -0.444475 1.746473 -0.18 0.01 0.19 0.001
P 1.307502 -1.680581 -0.845933 1.09 -1.09 -1.48 0.021
C 0.793150 -1.645647 -2.612762 -0.53 0.55 0.03 0.008
C -1.046598 1.867482 -4.283414 -0.72 -0.69 0.16 0.002
H 1.700418 -3.943123 -1.671484 -0.07 0.30 0.36 0.001
H -3.627030 -0.484844 1.100704 -0.11 -0.32 0.13 0.000
H -2.212531 0.358176 -3.244890 0.11 0.28 -0.11 0.005
C 0.318549 2.459107 4.022452 -0.14 0.63 2.12 0.248
O -1.094085 0.513101 -0.889623 0.77 0.75 -1.84 0.321
H -4.106116 -2.148780 1.575332 0.52 0.11 -0.11 0.009
C -1.393646 1.076615 -3.198645 -0.49 0.19 -0.24 0.165
H -1.140775 -3.117817 3.070833 -0.12 -0.13 -0.33 0.000
H 1.255541 -2.477109 -3.167187 -0.04 0.33 0.37 0.001
H 2.357249 -3.764569 -0.035562 -0.25 0.10 -0.17 0.000
H 0.598581 -3.995107 -0.280555 0.25 0.09 -0.10 0.000
H 1.289510 -3.303319 3.482619 0.16 0.22 -0.28 0.000
H 1.309439 -1.385564 4.870825 -0.04 0.08 -0.38 0.001
C -1.948576 4.606099 -7.503394 -3.90 -1.64 -1.16 0.459
C -0.692191 1.184184 -1.942660 -0.18 -0.63 0.93 0.139
C -2.273418 -2.640435 -0.628471 0.04 0.07 0.05 0.002
C -1.751143 1.308703 2.676498 -1.23 0.25 0.50 0.310
H 1.653743 3.477377 -2.979250 -0.29 -0.19 -0.05 -0.003
P -1.725877 -1.986380 0.988343 -0.61 -2.12 -0.33 0.109
C 3.056754 -1.120851 -0.989482 -0.20 0.10 0.14 0.004
C 1.509947 2.829244 4.740191 0.44 0.43 0.22 0.023
H 3.669018 -1.476328 -0.150685 -0.18 0.02 -0.24 0.000
H 2.759889 0.888794 2.605098 0.05 -0.30 0.03 0.005
C -1.410566 -3.438213 2.053818 -0.01 0.05 -0.13 0.000
H -2.649824 -1.797506 -1.225953 0.07 -0.26 0.16 0.000
C -0.764697 5.144108 -7.189679 3.78 1.92 0.80 0.468
H 1.098851 -0.702184 -3.084810 -0.10 -0.19 0.13 0.003
H 3.387497 -0.505255 3.520785 -0.18 0.05 -0.23 0.001
H 3.091944 -0.024556 -1.006267 0.04 -0.22 -0.06 0.003
H -0.611192 -4.071446 1.648076 -0.27 0.15 0.14 0.000
H -1.041050 2.804765 5.691840 0.11 -0.45 -0.57 0.003
C -1.974054 1.801692 3.978126 -0.22 0.03 -0.27 0.185
C -0.920393 2.394514 4.676875 0.41 0.50 0.94 0.155
H -2.026977 3.724935 -8.145611 0.04 0.19 0.10 0.016
C -3.320891 -1.377766 1.664093 0.19 0.83 0.16 0.057
H 3.483019 -1.497934 -1.931324 -0.15 -0.02 0.33 0.001
H -0.296143 -1.742613 -2.692322 0.21 0.01 -0.07 0.000
H -3.206387 -1.109603 2.723050 -0.08 -0.12 -0.24 0.002
H -2.887087 5.037872 -7.145782 0.19 -0.06 -0.07 0.016


8
Properties=species:S:1:pos:R:3:forces:R:3:lowdin_charge:R:1 method="wB97M-V/def2-TZVPD" orbital_gap_ev=11.23 relative_energy_kj_mol=562.2 homo_ev=-10.18 smiles=C#C.OO fmax_ev_per_a=3.0
C -1.942573 -0.604003 0.018655 0.25 1.24 -0.19 0.012
H 2.855170 0.857794 0.018872 -0.50 -0.15 0.06 0.092
C -1.846711 0.592029 0.008622 -0.28 -3.03 0.05 0.023
H 0.800527 -0.542224 -0.385512 0.42 0.46 0.56 0.080
H -1.956969 -1.647067 -0.016607 -0.13 -0.85 0.01 0.012
H -1.811808 1.594997 0.108405 0.15 2.58 0.10 -0.010
O 1.304805 -0.185853 0.379421 -1.41 -0.15 0.01 -0.113
O 2.597560 -0.065676 -0.131855 1.51 -0.11 -0.61 -0.097


Please write out number 4 again, unchanged.
8
Properties=species:S:1:pos:R:3:forces:R:3:lowdin_charge:R:1 method="wB97M-V/def2-TZVPD" orbital_gap_ev=11.23 relative_energy_kj_mol=562.2 homo_ev=-10.18 smiles=C#C.OO fmax_ev_per_a=3.0
C -1.942573 -0.604003 0.018655 0.25 1.24 -0.19 0.012
H 2.855170 0.857794 0.018872 -0.50 -0.15 0.06 0.092
C -1.846711 0.592029 0.008622 -0.28 -3.03 0.05 0.023
H 0.800527 -0.542224 -0.385512 0.42 0.46 0.56 0.080
H -1.956969 -1.647067 -0.016607 -0.13 -0.85 0.01 0.012
H -1.811808 1.594997 0.108405 0.15 2.58 0.10 -0.010
O 1.304805 -0.185853 0.379421 -1.41 -0.15 0.01 -0.113
O 2.597560 -0.065676 -0.131855 1.51 -0.11 -0.61 -0.097